DFT (the ωB97M-V functional and the def2-TZVPD basis) results for a 5-piece molecular cluster, C5H16O7 overall.

The geometry in XYZ format:
```
28
Properties=species:S:1:pos:R:3
O -1.7354 -1.1557 4.1697
H -0.9130 -0.9651 4.6209
H -2.3048 -1.5149 4.8501
O -0.1375 -3.6272 -1.1754
H 0.4051 -4.3057 -0.7736
H 0.0276 -2.8449 -0.6491
O 2.7754 1.0050 1.9644
H 2.5460 0.4097 2.6780
H 3.7282 1.0828 2.0138
C 0.9783 1.1325 -1.4794
C -0.1409 2.1036 -1.9868
C -0.9581 1.5296 -3.1585
O -2.2505 1.9006 -2.8946
C -2.3570 2.4797 -1.6740
O -3.4162 2.8110 -1.1707
O -1.1841 2.3934 -1.0856
H 1.1241 1.3544 -0.4222
H 1.9201 1.2806 -2.0076
H 0.7450 0.0823 -1.6548
H 0.4174 3.0089 -2.2254
H -0.7201 0.4763 -3.3063
H -0.7388 2.1770 -4.0076
C 0.2159 -1.5620 1.3218
O 0.8878 -2.7526 1.7914
H -0.8671 -1.5586 1.4453
H 0.6558 -0.7037 1.8295
H 0.3218 -1.4923 0.2392
H 0.9751 -2.7447 2.7474
```

The calculation puts the energy above the lowest of the compared OMol25 structures with the same formula, charge and spin at 27.98 kcal per mole. The spin multiplicity is 2. The calculation puts the molar mass at 188.2 g/mol. As for the HOMO-LUMO gap (alpha / beta): 11.60 / 2.34 eV. The net charge is +1. For the HOMO energy (alpha / beta), the calculation gives -14.36 / -13.31 eV. The electronic energy comes out at -19764.85338 eV.

Population analysis type Mulliken, resulting atomic charges in e:
1 O -0.6088
2 H 0.3095
3 H 0.3200
4 O -0.6287
5 H 0.3232
6 H 0.2757
7 O -0.5938
8 H 0.3083
9 H 0.3158
10 C -1.2188
11 C 0.5190
12 C -0.3383
13 O -0.2046
14 C 0.6806
15 O -0.4397
16 O -0.2956
17 H 0.3052
18 H 0.4036
19 H 0.2151
20 H 0.2831
21 H 0.3744
22 H 0.3252
23 C 0.2117
24 O -0.3639
25 H 0.3991
26 H 0.1079
27 H -0.3426
28 H 0.3574



DFT (the ωB97M-V functional and the def2-TZVPD basis) results for C23H27BaN4O7 as an isolated structure.

The geometry in XYZ format:
```
62
Properties=species:S:1:pos:R:3
Ba -0.9545 -2.8141 -1.9115
O 3.4007 -3.9437 -0.2624
C 2.1093 -3.7424 -0.4585
O 1.5786 -3.8389 -1.5491
C 1.3819 -3.3218 0.7953
O -0.0097 -3.4657 0.6319
C -0.5071 -4.7520 1.0527
C -1.9967 -4.7747 0.6684
O -2.8296 -4.9384 1.5495
O -2.2074 -4.5231 -0.5678
H 3.8216 -4.1437 -1.1138
H 1.7573 -3.8780 1.6565
H 1.6129 -2.2584 0.9263
H 0.0392 -5.5492 0.5383
H -0.3885 -4.8492 2.1318
O -1.1270 -0.2441 -2.8780
C -0.2735 0.1819 -2.0793
N 0.2351 1.4400 -2.0743
C 1.2331 1.5836 -1.0251
C 1.2103 0.1385 -0.4505
O 1.9372 -0.2267 0.4544
N 0.2351 -0.5863 -1.0636
C 2.5795 1.9876 -1.5972
C 3.5127 1.0344 -1.9883
C 4.7004 1.4249 -2.5896
C 4.9644 2.7690 -2.8062
C 4.0373 3.7249 -2.4172
C 2.8518 3.3355 -1.8124
C 0.7558 2.5018 0.0981
C 1.5800 2.6974 1.2046
C 1.1567 3.4827 2.2641
C -0.0908 4.0950 2.2300
C -0.9090 3.9160 1.1255
C -0.4905 3.1157 0.0664
H 0.2016 2.0264 -2.8920
H 3.3251 -0.0168 -1.8087
H 5.4249 0.6768 -2.8836
H 5.8929 3.0717 -3.2716
H 4.2393 4.7756 -2.5785
H 2.1378 4.0864 -1.4948
H 2.5524 2.2235 1.2320
H 1.8076 3.6285 3.1162
H -0.4084 4.7275 3.0488
H -1.8625 4.4288 1.0685
H -1.1218 2.9981 -0.8052
N -3.4496 0.0707 2.2690
C -4.0018 -1.3097 2.0127
C -3.1916 -1.9604 0.9056
N -3.1094 -1.1722 -0.3221
C -2.6829 0.1990 -0.0612
C -3.4879 0.9066 1.0175
H -2.4776 -0.0124 2.5789
H -3.9621 0.5296 3.0215
H -5.0485 -1.1748 1.7407
H -3.9369 -1.8858 2.9339
H -3.6052 -2.9459 0.7009
H -2.1725 -2.1302 1.2711
H -4.0021 -1.1771 -0.8055
H -2.7359 0.7787 -0.9819
H -1.6308 0.1798 0.2367
H -4.5397 1.0175 0.7528
H -3.0610 1.8816 1.2491
```

The calculation puts the energy above the lowest of the compared OMol25 structures with the same formula, charge and spin at 0.00 kcal per mole. The calculation puts the molar mass at 608.8 g/mol. As for the HOMO-LUMO gap: 8.39 eV. The net charge is +1. For the HOMO energy, the calculation gives -11.23 eV. The electronic energy comes out at -45275.20030 eV.

Population analysis type Mulliken, resulting atomic charges in e:
1 Ba 1.9648
2 O -0.4542
3 C 0.6787
4 O -0.6550
5 C -0.5614
6 O -0.1154
7 C -0.4400
8 C 0.3816
9 O -0.6825
10 O -0.8424
11 H 0.4088
12 H 0.4432
13 H 0.0651
14 H 0.3653
15 H 0.3527
16 O -0.8190
17 C -0.1229
18 N 0.0804
19 C 3.8795
20 C -1.2392
21 O -0.7371
22 N 0.0067
23 C -0.2873
24 C -0.2691
25 C -0.9035
26 C -0.5055
27 C -0.8418
28 C -0.2855
29 C -0.6620
30 C -0.3351
31 C -0.8956
32 C -0.5085
33 C -0.9296
34 C -0.3728
35 H 0.2597
36 H 0.4455
37 H 0.4179
38 H 0.4042
39 H 0.4030
40 H 0.4225
41 H 0.5063
42 H 0.4378
43 H 0.4496
44 H 0.5703
45 H 0.4794
46 N -0.1033
47 C -1.0367
48 C -0.1446
49 N -0.0684
50 C -0.5096
51 C -0.9470
52 H 0.4002
53 H 0.3524
54 H 0.3767
55 H 0.4386
56 H 0.5807
57 H -0.0627
58 H 0.3447
59 H 0.6576
60 H 0.0085
61 H 0.3512
62 H 0.4043



DFT (the ωB97M-V functional and the def2-TZVPD basis) results for C7H13AgB11Br6N2O4Se as an isolated structure.

The geometry in XYZ format:
```
45
Properties=species:S:1:pos:R:3
Ag 2.0628 -1.1466 -1.9355
Br 0.7166 1.5587 -0.8678
B -1.1712 1.2036 -0.5011
B -2.4071 2.2455 -1.2118
C -3.7589 1.2421 -1.3564
B -2.2500 0.5549 -1.7393
B -3.5254 -0.3759 -0.9242
B -4.4614 0.7324 0.0993
B -3.7675 2.3573 -0.0785
B -2.1070 2.3223 0.5319
Br -1.2807 3.8839 1.3622
B -3.3869 1.3812 1.3484
Br -4.0443 1.8587 3.1217
B -3.2378 -0.3194 0.8212
Br -3.7279 -1.8042 1.9882
B -1.8637 -0.4288 -0.3206
Br -0.8131 -2.0706 -0.4427
B -1.7716 0.6613 1.0870
Br -0.5724 0.2990 2.5946
H -2.2040 3.1202 -1.9762
H -4.4259 1.4360 -2.1821
H -1.9480 0.3051 -2.8498
H -4.0725 -1.2499 -1.4964
H -5.6285 0.5952 0.2015
H -4.4723 3.3029 -0.0956
C 3.2270 0.8194 1.7192
C 3.1954 -0.6929 1.5322
C 3.2874 -1.4297 2.8584
O 2.0498 -1.1331 0.7996
C 4.2770 -1.0831 0.5263
O 5.0911 -2.1029 0.9102
O 4.3012 -0.6404 -0.5845
H 2.3488 1.1326 2.2846
H 3.2125 1.3230 0.7563
H 4.1232 1.1140 2.2684
H 2.4477 -1.1217 3.4825
H 4.2138 -1.1886 3.3812
H 3.2329 -2.5058 2.7060
H 1.2426 -0.8232 1.2460
Se 6.0476 -2.8751 -0.4123
C 4.5670 -3.2577 -1.4466
N 3.5842 -3.3941 -2.0307
O 1.2985 -1.3688 -6.2458
C 1.2304 -1.2741 -5.0533
N 1.1406 -1.1629 -3.8760
```

The calculation puts the molar mass at 974.4 g/mol. As for the HOMO-LUMO gap: 6.48 eV. The net charge is -1. For the HOMO energy, the calculation gives -5.80 eV. The electronic energy comes out at -515694.47426 eV.

Population analysis type Mulliken, resulting atomic charges in e:
1 Ag 0.5049
2 Br -0.4394
3 B 0.9712
4 B 0.3225
5 C -0.6020
6 B 0.7606
7 B 0.3198
8 B 0.8489
9 B 0.7471
10 B -0.2989
11 Br -0.4071
12 B 0.1281
13 Br -0.4251
14 B -0.2394
15 Br -0.3957
16 B 0.0291
17 Br -0.3439
18 B -0.2943
19 Br -0.3502
20 H -0.3158
21 H 0.6254
22 H -0.2381
23 H -0.3126
24 H -0.3315
25 H -0.3298
26 C -1.3952
27 C 1.9517
28 C -1.6753
29 O -0.4705
30 C 0.2168
31 O -0.5314
32 O -0.6168
33 H 0.2501
34 H 0.2942
35 H 0.4759
36 H 0.3483
37 H 0.4134
38 H 0.3601
39 H -0.1776
40 Se 0.2466
41 C 0.4614
42 N -0.4846
43 O -0.6595
44 C 0.5456
45 N -0.4868



DFT (the ωB97M-V functional and the def2-TZVPD basis) results for a 2-piece molecular cluster, C4H12 overall.

The geometry in XYZ format:
```
16
Properties=species:S:1:pos:R:3
C 2.2983 0.7472 -0.3243
C 1.3365 1.5903 0.5234
H 2.8804 0.0013 0.2179
H 1.7685 0.1459 -1.0691
H 3.0361 1.3549 -0.8403
H 0.5516 1.9163 -0.1522
H 1.8606 2.4557 0.9385
H 0.9400 0.9962 1.3375
C -2.2116 -0.9150 -0.6909
C -1.4350 -1.4581 0.5327
H -3.2535 -0.7483 -0.4163
H -1.9491 0.1384 -0.8679
H -2.0969 -1.4961 -1.5923
H -2.0129 -2.1763 1.1024
H -1.1636 -0.6354 1.1939
H -0.5494 -1.9170 0.1070
```

The calculation puts the energy above the lowest of the compared OMol25 structures with the same formula, charge and spin at 6.52 kcal per mole. The calculation puts the molar mass at 60.1 g/mol. As for the HOMO-LUMO gap: 12.80 eV. The SMILES is CC.CC. For the HOMO energy, the calculation gives -11.65 eV. The electronic energy comes out at -4342.24548 eV.

Population analysis type Mulliken, resulting atomic charges in e:
1 C -0.8860
2 C -0.6585
3 H 0.2805
4 H 0.2478
5 H 0.3145
6 H 0.1945
7 H 0.3275
8 H 0.1786
9 C -0.8612
10 C -0.6652
11 H 0.3190
12 H 0.2231
13 H 0.2845
14 H 0.3183
15 H 0.1547
16 H 0.2282



DFT (the ωB97M-V functional and the def2-TZVPD basis) results for one molecule with the formula C8H10S.

The geometry in XYZ format:
```
19
Properties=species:S:1:pos:R:3
C -3.1505 -0.2718 -0.3499
C -1.6569 -0.1149 -0.1496
C -1.0149 1.1218 -0.1976
C 0.3667 1.2377 0.0072
C 1.2012 0.1178 0.3206
C 2.6120 0.1405 0.7061
S 3.8010 -0.2816 -0.5989
C 0.5679 -1.1360 0.1477
C -0.8333 -1.2438 0.0178
H -3.3587 0.4471 -1.1713
H -3.2698 -1.2511 -0.8319
H -3.8022 -0.0275 0.5837
H -1.4927 2.0826 -0.4205
H 0.7754 2.2958 0.0327
H 2.8157 0.9948 1.3854
H 2.8269 -0.6503 1.4196
H 3.8098 0.9038 -1.1314
H 1.1479 -2.1165 0.3128
H -1.3456 -2.2486 -0.0824
```

The calculation puts the energy above the lowest of the compared OMol25 structures with the same formula, charge and spin at 21.48 kcal per mole. The calculation puts the molar mass at 138.2 g/mol. As for the HOMO-LUMO gap: 9.59 eV. The SMILES is Cc1ccc(CS)cc1. For the HOMO energy, the calculation gives -8.69 eV. The electronic energy comes out at -19292.70187 eV.

Population analysis type Mulliken, resulting atomic charges in e:
1 C -1.1280
2 C 0.6924
3 C -0.3706
4 C -0.3607
5 C 0.6557
6 C -1.1270
7 S -0.1646
8 C -0.5261
9 C -0.4723
10 H 0.3160
11 H 0.3422
12 H 0.2419
13 H 0.2857
14 H 0.2676
15 H 0.4286
16 H 0.3540
17 H 0.1062
18 H 0.2472
19 H 0.2120



DFT (the ωB97M-V functional and the def2-TZVPD basis) results for a 3-piece molecular cluster, C6H17N2O2 overall.

The geometry in XYZ format:
```
27
Properties=species:S:1:pos:R:3
C -0.0067 -1.9886 -0.1014
C -1.0050 -1.0510 -0.6896
C -0.3787 0.4120 -0.6680
C 0.9869 0.6084 -1.2068
C 1.2166 0.2248 -2.4591
C 3.1046 1.1391 -0.4493
N 1.8509 1.2916 -0.3257
N -2.2161 -0.9877 0.1843
H 0.4777 -1.7261 0.8291
H -0.4250 -2.9548 0.1633
H 0.7138 -2.2673 -0.8830
H -1.1055 -1.3073 -1.7278
H -1.0885 1.1450 -1.1203
H -0.3953 0.8019 0.4010
H 2.1718 0.1699 -2.9750
H 0.3777 -0.1171 -3.0673
H 3.6904 1.6709 0.3031
H 3.6609 0.5472 -1.1706
H -2.0935 -1.2168 1.1774
H -2.5466 -0.0243 0.3174
H -2.9735 -1.4508 -0.3056
H -0.2262 2.8878 1.8048
H 0.8206 1.8070 1.4410
O -0.0057 1.9604 1.9419
H -1.4009 -0.4823 3.3248
H -1.5151 0.9173 2.7353
O -1.6894 -0.0093 2.5263
```

The calculation puts the energy above the lowest of the compared OMol25 structures with the same formula, charge and spin at 55.21 kcal per mole. The calculation puts the molar mass at 149.2 g/mol. As for the HOMO-LUMO gap: 9.71 eV. The net charge is +1. For the HOMO energy, the calculation gives -12.63 eV. The electronic energy comes out at -13565.20803 eV.

Population analysis type Mulliken, resulting atomic charges in e:
1 C -1.6022
2 C 0.2566
3 C -0.5735
4 C 0.6837
5 C -1.1639
6 C -0.2773
7 N -0.3416
8 N -0.1819
9 H 0.3483
10 H 0.4892
11 H 0.4254
12 H 0.3406
13 H 0.3240
14 H 0.2689
15 H 0.2614
16 H 0.2561
17 H 0.2686
18 H 0.2310
19 H 0.3576
20 H 0.3418
21 H 0.3807
22 H 0.3135
23 H 0.3242
24 O -0.6728
25 H 0.2935
26 H 0.2665
27 O -0.6185



- What is the electronic energy in the fourth record?
  -4342.24548 eV



- The highest electronic energy belongs to which entry?
  C4H12